Below is one molecule with the formula C3H7NO3, with properties calculated with ωB97M-V with the def2-TZVPD basis set.

Output
- relative energy (zero: lowest compared OMol25 entry of this formula, charge and spin) (kJ/mol) = 354.5
- 2S+1 = 3
- frontier orbital gap (alpha / beta) (eV) = 8.015 / 7.038
- F_max (eV/A) = 10.0
- M (g/mol) = 105.09

Geometry as XYZ:
```
14
Properties=species:S:1:pos:R:3:mulliken_spin:R:1
C -0.52 -0.37 1.29 0.044
C -0.79 0.95 -0.94 0.016
C -0.04 -0.09 -0.22 0.045
N 1.44 0.17 0.02 0.457
O 1.85 1.23 -0.25 0.893
O 2.06 -0.74 0.49 0.479
O 0.00 -1.34 -1.07 0.079
H -0.53 0.54 1.81 -0.001
H 0.18 -0.97 1.78 -0.002
H -1.47 -1.00 1.15 0.004
H -0.06 1.84 -0.71 0.000
H -1.84 0.88 -0.68 -0.003
H -0.83 0.87 -2.01 -0.004
H 0.55 -1.97 -0.65 -0.007
```